[1]
{"formula": "C2H19O10", "method": "ωB97M-V with the def2-TZVPD basis set", "symbols": ["O", "O", "O", "O", "O", "O", "O", "O", "O", "O", "C", "C", "H", "H", "H", "H", "H", "H", "H", "H", "H", "H", "H", "H", "H", "H", "H", "H", "H", "H", "H"], "coordinates": [[-1.419, -5.783, 0.622], [0.835, -1.603, 6.357], [4.429, -0.185, 0.888], [-0.214, -4.982, -4.775], [2.063, 1.156, -5.026], [-0.760, -0.496, -1.203], [-1.156, 7.504, -0.667], [-4.721, -2.816, 2.840], [3.375, 4.960, -0.310], [-0.781, -0.502, 1.040], [-1.064, -0.023, -0.113], [-1.854, 1.267, -0.098], [3.989, 5.664, -0.102], [-0.595, -5.316, 0.765], [-4.596, -2.694, 3.781], [-4.066, -2.248, 2.434], [-1.117, 7.662, -1.610], [3.862, 4.156, -0.129], [-2.764, 1.124, -0.681], [4.641, -1.001, 0.436], [1.437, 0.862, -4.365], [2.590, 0.381, -5.220], [0.636, -0.688, 6.556], [-2.096, -5.118, 0.747], [-0.582, 6.750, -0.527], [3.488, -0.239, 1.055], [-0.006, -4.223, -4.231], [-0.708, -5.564, -4.197], [-1.278, 2.063, -0.570], [-2.187, 1.632, 0.874], [0.617, -1.699, 5.430]], "atomic_forces_ev_per_a": [[-0.02, -0.40, -0.04], [0.09, -0.18, 0.26], [0.32, 0.17, 0.09], [0.10, -0.12, -0.30], [0.11, 0.22, -0.23], [0.29, -0.37, -1.42], [-0.13, 0.23, 0.14], [-0.26, -0.21, -0.03], [-0.19, 0.14, -0.08], [-0.18, 0.20, -0.68], [0.37, -0.54, 2.61], [-0.75, 0.79, -0.24], [0.12, 0.18, 0.05], [0.18, 0.21, 0.01], [0.05, 0.02, 0.20], [0.28, 0.22, -0.22], [-0.01, 0.02, -0.22], [0.04, -0.32, 0.03], [-0.01, 0.05, -0.30], [0.01, -0.17, -0.12], [-0.26, -0.06, 0.30], [0.11, -0.17, -0.02], [-0.04, 0.22, 0.02], [-0.17, 0.24, 0.02], [0.15, -0.27, 0.08], [-0.40, 0.02, 0.02], [0.02, 0.27, 0.17], [-0.13, -0.12, 0.16], [0.03, 0.03, -0.16], [0.32, -0.29, 0.22], [-0.06, -0.03, -0.32]], "charge": -1, "homo_energy_ev": -4.39, "lumo_ev": 2.552, "e_above_lowest_kj_mol": 231.0}

---

[2]
{"formula": "C2H2", "method": "ωB97M-V with the def2-TZVPD basis set", "symbols": ["C", "C", "H", "H"], "coordinates": [[-0.443, -0.099, 0.089], [0.782, 0.062, 0.068], [-2.093, 0.363, -0.094], [1.754, -0.326, -0.063]], "atomic_forces_ev_per_a": [[-2.80, 2.41, -0.67], [-3.17, -1.14, -0.12], [5.20, -1.54, 0.68], [0.76, 0.27, 0.12]], "homo_energy_ev": -10.57, "lumo_ev": -0.752, "e_above_lowest_kj_mol": 327.0}

---

[3]
{"formula": "C2H20O8", "method": "ωB97M-V with the def2-TZVPD basis set", "symbols": ["O", "O", "O", "O", "O", "O", "O", "O", "C", "C", "H", "H", "H", "H", "H", "H", "H", "H", "H", "H", "H", "H", "H", "H", "H", "H", "H", "H", "H", "H"], "coordinates": [[-2.138, 0.195, 1.149], [0.019, -2.489, -1.424], [-1.445, 0.712, -0.658], [2.452, 0.410, -1.674], [0.371, -1.967, 1.613], [-0.138, -0.786, -0.538], [0.811, 1.134, -1.196], [-1.936, -1.958, 0.900], [0.776, 1.260, 1.211], [1.304, 1.842, -0.118], [-1.991, 0.425, 0.232], [-2.872, -2.082, 1.056], [1.348, 1.800, 1.966], [0.874, -2.864, -1.211], [-0.044, -2.820, 1.482], [-1.006, -0.388, -0.469], [0.862, 2.839, -0.152], [-0.071, -1.745, -0.828], [-1.259, 0.100, 1.516], [0.746, -1.749, 0.759], [0.051, 1.647, -1.482], [-0.876, 1.435, -0.921], [0.464, -0.043, -0.585], [-0.282, 1.500, 1.310], [1.616, 0.774, -1.382], [3.107, 1.040, -1.373], [-1.830, -1.010, 0.820], [-2.141, 0.703, -1.314], [2.389, 1.903, -0.042], [0.840, 0.181, 1.355]], "atomic_forces_ev_per_a": [[-2.77, 2.35, 6.53], [1.06, -8.91, -5.05], [-3.14, 8.82, -9.93], [9.98, -4.29, -2.38], [1.64, 0.06, 1.36], [1.52, 7.01, 5.52], [-15.52, 10.79, 2.80], [-0.79, -4.71, -0.78], [0.27, 0.66, 0.00], [-0.48, 2.46, 5.04], [-2.15, 0.71, 3.71], [-0.18, 0.00, 0.01], [-0.24, -0.22, 0.32], [0.20, -0.59, -0.37], [-0.45, 0.01, -0.12], [1.92, -3.04, -0.14], [0.48, 0.32, -0.18], [0.34, -3.54, -0.56], [0.11, 0.20, 0.91], [-0.05, -0.35, 0.08], [1.60, 0.53, -2.26], [-1.55, -0.11, 1.31], [-0.42, -1.85, 0.01], [0.27, 0.43, 0.29], [8.96, -4.84, -4.67], [0.81, -0.55, -0.51], [-0.77, -1.52, 0.61], [-0.80, 0.01, -0.91], [-0.47, -0.04, -0.67], [0.60, 0.21, 0.04]], "homo_energy_ev": -8.16, "lumo_ev": -1.442, "e_above_lowest_kj_mol": 1874.1}

---

[4]
{"formula": "C2H21HgO9", "method": "ωB97M-V with the def2-TZVPD basis set", "symbols": ["Hg", "O", "O", "O", "O", "O", "O", "O", "O", "O", "C", "C", "H", "H", "H", "H", "H", "H", "H", "H", "H", "H", "H", "H", "H", "H", "H", "H", "H", "H", "H", "H", "H"], "coordinates": [[-0.260, 1.993, 2.780], [-1.240, 0.365, 1.414], [3.439, 1.201, 0.319], [-1.899, -2.687, -1.057], [2.043, 3.549, -0.625], [-2.503, 1.972, -0.591], [-1.286, -0.723, -3.962], [2.029, 2.147, 2.638], [1.422, -4.140, -0.627], [-3.787, -0.095, 2.655], [0.041, -0.163, -0.634], [-0.230, -0.443, 0.888], [1.154, -4.766, -1.300], [3.225, 0.269, 0.364], [-2.912, 0.039, 2.291], [-0.816, -0.383, -1.271], [3.733, 1.336, -0.582], [-2.112, -0.252, -3.848], [-3.635, -0.276, 3.583], [0.811, -0.847, -0.989], [-1.606, -3.583, -1.220], [0.356, 0.868, -0.799], [-3.367, 1.596, -0.419], [2.623, 2.853, -0.316], [-1.117, -1.121, -3.108], [-1.412, -2.412, -0.280], [0.636, -0.154, 1.485], [2.726, 2.134, 3.294], [1.787, 3.275, -1.505], [1.921, -3.476, -1.102], [2.488, 2.084, 1.800], [-0.359, -1.525, 0.899], [-1.891, 1.366, -0.174]], "atomic_forces_ev_per_a": [[-1.80, -0.45, -0.32], [-0.30, 0.08, 0.22], [0.13, 0.13, 0.20], [-0.17, 0.14, -0.38], [0.00, 0.29, 0.10], [-0.14, 0.53, -0.64], [0.26, 0.01, -0.33], [0.91, 0.09, 0.17], [-0.12, 0.06, 0.28], [-0.66, -0.05, 0.21], [0.13, -0.03, 0.79], [0.55, 1.26, -1.37], [-0.04, -0.22, -0.17], [-0.21, -0.34, 0.10], [0.78, 0.07, -0.48], [-0.21, 0.24, 0.38], [0.30, -0.04, -0.31], [-0.22, 0.14, 0.06], [-0.05, -0.05, 0.19], [0.33, -0.01, 0.01], [0.05, -0.24, -0.03], [-0.01, 0.05, -0.05], [-0.19, -0.09, 0.13], [-0.07, -0.09, 0.16], [-0.09, -0.25, 0.27], [0.05, 0.03, 0.25], [0.82, -0.86, -0.36], [0.11, 0.03, 0.44], [-0.23, 0.02, -0.26], [0.12, 0.17, -0.14], [0.21, -0.09, -0.73], [-0.42, -0.24, 0.96], [0.15, -0.32, 0.63]], "spin_multiplicity": 2, "homo_energy_ev": [-8.42, -9.30], "lumo_ev": [-0.396, -2.021]}

---

[5]
{"formula": "C2H22InLi2O13P", "method": "ωB97M-V with the def2-TZVPD basis set", "symbols": ["In", "P", "O", "O", "O", "O", "O", "O", "O", "O", "O", "O", "O", "O", "O", "C", "C", "Li", "Li", "H", "H", "H", "H", "H", "H", "H", "H", "H", "H", "H", "H", "H", "H", "H", "H", "H", "H", "H", "H", "H", "H"], "coordinates": [[-0.696, -1.988, -4.573], [-0.546, 0.534, -0.613], [2.783, 1.067, 2.423], [-3.224, -4.165, -1.993], [-1.016, 1.999, -0.869], [0.631, 0.310, -1.606], [-1.770, 1.141, 3.724], [-2.113, 1.776, -4.715], [4.193, -0.969, -2.096], [1.592, -2.667, 2.572], [-2.370, 4.135, 1.425], [-1.625, -0.444, -1.145], [-0.173, 0.050, 0.816], [0.873, -3.174, -0.940], [-2.026, 4.784, -2.830], [5.058, -1.382, -1.043], [-1.679, 0.093, 4.735], [1.192, 2.742, -1.816], [-2.239, -1.646, 0.967], [-1.865, 2.273, -3.935], [-2.095, -0.856, 4.398], [-2.171, 0.383, 5.663], [-2.340, 3.508, 2.147], [1.050, -3.445, 2.707], [4.482, -1.601, -0.144], [1.192, -2.346, -0.580], [5.780, -0.587, -0.856], [3.284, 0.286, 2.655], [-1.669, 4.221, -2.143], [-1.289, 4.938, -3.421], [1.915, 0.736, 2.192], [-1.128, 0.934, 3.041], [5.664, -2.229, -1.361], [-2.156, 2.431, -5.412], [0.149, -3.422, -0.364], [0.986, -2.009, 2.233], [-2.183, 3.613, 0.645], [3.351, -0.627, -1.785], [-0.621, -0.035, 4.967], [-3.035, -4.460, -1.102], [-4.144, -3.901, -1.969]], "atomic_forces_ev_per_a": [[-0.08, 0.02, 0.14], [-0.03, -0.42, -0.48], [-0.06, 0.25, -0.31], [0.44, 0.48, -0.01], [1.22, -1.76, 0.31], [0.10, 1.34, 0.77], [-0.59, -0.78, 0.48], [0.40, -0.62, 0.09], [-0.08, -0.20, -0.64], [0.04, 0.16, -0.24], [0.08, 0.16, -0.17], [-0.31, 0.22, 1.28], [-0.86, 0.47, -1.62], [-0.29, 0.10, -0.46], [0.01, -0.38, -0.16], [-0.04, 0.38, 0.02], [0.79, 0.71, -0.35], [-0.18, -0.38, 0.26], [0.16, 0.69, -0.37], [-0.27, 0.29, 0.25], [-0.16, -0.06, -0.12], [-0.18, 0.28, -0.39], [-0.05, -0.13, 0.43], [0.05, -0.41, 0.22], [0.25, -0.13, 0.08], [0.32, 0.21, 0.19], [-0.04, 0.20, 0.29], [0.26, -0.22, 0.19], [-0.13, -0.06, 0.46], [0.13, 0.40, -0.30], [-0.27, -0.08, 0.04], [0.24, 0.07, 0.05], [-0.41, -0.16, -0.10], [-0.16, 0.20, -0.29], [0.00, -0.31, 0.14], [-0.07, 0.36, -0.01], [-0.01, -0.11, -0.20], [0.21, -0.05, 0.40], [0.01, -0.25, 0.15], [-0.01, -0.44, 0.11], [-0.42, -0.04, -0.14]], "charge": 2, "homo_energy_ev": -15.17, "lumo_ev": -12.458}

---

[6]
{"formula": "C2H22N2O7", "method": "ωB97M-V with the def2-TZVPD basis set", "symbols": ["O", "O", "O", "O", "O", "O", "O", "N", "N", "C", "C", "H", "H", "H", "H", "H", "H", "H", "H", "H", "H", "H", "H", "H", "H", "H", "H", "H", "H", "H", "H", "H", "H"], "coordinates": [[-2.675, -2.298, 1.601], [-0.162, 2.043, -3.641], [-2.793, 0.389, 0.658], [-1.655, 1.842, -1.343], [-0.674, -0.947, -0.593], [-0.402, -1.384, 2.599], [-0.774, 1.202, 2.356], [1.278, 0.111, -2.165], [2.527, -0.885, 1.159], [2.762, -0.673, -0.287], [2.012, 0.486, -0.938], [-0.989, -1.855, -0.617], [-0.874, 1.235, -1.281], [-2.071, -2.027, 2.338], [3.836, -0.698, -0.401], [-1.544, 1.334, 1.763], [3.191, -0.330, 1.660], [-0.650, 2.041, 2.774], [0.318, 2.815, -3.316], [-2.517, -0.520, 0.855], [0.057, -1.465, 3.445], [-3.409, -1.676, 1.609], [2.417, -1.616, -0.715], [0.803, -0.795, -2.049], [-0.778, -0.486, 2.664], [0.112, 1.329, -3.051], [2.657, 1.319, -1.197], [1.866, 0.029, -2.975], [-0.292, -0.996, 0.291], [-2.003, 1.683, -2.223], [1.191, 0.727, -0.270], [1.607, -0.577, 1.468], [-2.372, 0.643, -0.179]], "atomic_forces_ev_per_a": [[0.29, 0.23, 0.43], [-0.15, 0.57, -0.70], [-0.24, 0.06, 0.68], [0.74, -0.88, 0.76], [0.20, -0.70, 0.44], [0.00, -0.04, 0.53], [-0.42, -0.05, -0.58], [-0.15, -0.51, -0.20], [0.08, 0.39, -0.28], [-0.55, -1.28, 0.94], [-0.67, -0.99, -0.79], [-0.54, -0.27, -0.48], [-0.84, 0.73, -0.29], [-0.39, -0.43, -0.77], [0.34, 0.37, -0.34], [-0.04, -0.42, -0.06], [0.30, 0.32, 0.54], [0.26, 0.69, 0.54], [-0.20, -0.13, -0.05], [0.18, 0.33, -0.54], [0.13, -0.27, -0.18], [-0.40, -0.30, 0.28], [-0.09, 0.13, -0.55], [0.33, 0.74, 0.12], [0.31, 0.32, -0.11], [0.55, -0.31, 0.18], [-0.12, 0.32, 0.36], [0.47, 0.03, -0.23], [0.23, 0.45, 0.40], [0.16, 0.16, -0.33], [0.34, 0.73, 0.48], [0.06, -0.12, -0.17], [-0.19, 0.11, -0.07]], "homo_energy_ev": -9.32, "lumo_ev": 0.360, "e_above_lowest_kj_mol": 158.7}

---

[7]
{"formula": "C2H22O9", "method": "ωB97M-V with the def2-TZVPD basis set", "symbols": ["O", "O", "O", "O", "O", "O", "O", "O", "O", "C", "C", "H", "H", "H", "H", "H", "H", "H", "H", "H", "H", "H", "H", "H", "H", "H", "H", "H", "H", "H", "H", "H", "H"], "coordinates": [[0.061, -2.291, -2.569], [-2.750, 0.160, 3.029], [0.038, 0.238, -1.182], [-0.449, 1.302, -3.649], [-0.105, 1.346, 2.740], [0.813, -1.391, 2.663], [3.097, 0.277, -1.339], [-2.011, -0.936, 0.421], [1.200, 2.173, 0.468], [-0.102, 0.393, -4.702], [0.745, -1.607, 4.122], [2.099, 0.199, -1.291], [2.165, 1.923, 0.328], [-0.241, 0.564, -2.045], [-1.306, -0.498, -0.075], [1.476, -2.360, 4.245], [-1.578, -1.701, 0.806], [-0.797, -2.434, -2.978], [-2.719, -0.268, 2.163], [0.765, -0.454, 2.455], [0.011, 1.656, 3.613], [3.114, 0.812, -2.134], [0.059, -1.437, -2.127], [-1.052, 1.370, 2.458], [0.982, -0.661, 4.596], [0.944, 1.989, 1.396], [-0.380, 2.213, -3.941], [0.373, -0.422, -4.188], [-0.244, -1.997, 4.452], [-3.640, 0.006, 3.318], [-1.024, 0.053, -5.128], [0.449, 0.932, -5.490], [0.005, 0.853, -0.435]], "atomic_forces_ev_per_a": [[0.29, -0.39, -0.37], [0.42, 0.12, -0.17], [0.23, -1.49, 0.56], [0.00, 0.29, 0.25], [-0.49, -0.41, -2.24], [-0.33, -0.66, 0.84], [-1.98, 0.19, -0.04], [-0.34, 0.08, 0.36], [1.44, -0.36, -0.14], [-0.42, 1.16, 0.08], [-0.91, 0.69, -2.23], [1.19, -0.35, 0.46], [-1.88, 0.28, 0.42], [-0.28, 1.26, 0.04], [0.05, -0.10, -0.34], [0.84, -0.63, 0.83], [0.19, -0.22, 0.09], [-0.05, 0.20, 0.20], [0.31, -0.09, -0.40], [-0.31, 0.12, 0.36], [-0.38, 0.57, 1.46], [0.67, 0.23, -0.34], [-0.26, -0.04, 0.34], [0.82, -0.10, 1.01], [0.10, -0.15, 0.51], [0.36, 0.04, -0.31], [-0.04, 0.00, 0.02], [0.71, -0.44, -0.48], [0.50, 0.46, -0.35], [-0.64, 0.06, 0.37], [-0.51, -0.45, -0.47], [0.27, -0.66, 0.41], [0.45, 0.80, -0.70]], "homo_energy_ev": -9.90, "lumo_ev": 0.351, "e_above_lowest_kj_mol": 93.6}

---

[8]
{"formula": "C2H23O12PS", "method": "ωB97M-V with the def2-TZVPD basis set", "symbols": ["S", "P", "O", "O", "O", "O", "O", "O", "O", "O", "O", "O", "O", "O", "C", "C", "H", "H", "H", "H", "H", "H", "H", "H", "H", "H", "H", "H", "H", "H", "H", "H", "H", "H", "H", "H", "H", "H", "H"], "coordinates": [[-1.963, 0.887, 1.225], [-1.530, 3.702, 0.412], [3.177, -2.904, 0.811], [3.483, -1.716, -2.580], [-2.116, -2.253, 2.025], [1.584, -0.373, 1.639], [-1.593, 5.172, -3.965], [0.098, 3.470, 0.274], [4.440, -0.291, 0.253], [0.838, -3.587, -1.032], [-2.034, 2.492, 1.513], [-0.862, 0.635, 0.308], [-3.338, 0.803, 0.337], [0.157, -2.177, 4.012], [-2.090, 3.088, -1.224], [-3.399, -0.352, -0.516], [4.072, -1.394, -1.887], [-3.481, -1.265, 0.073], [2.369, 0.183, 1.706], [3.972, -1.127, 0.404], [-1.734, 2.076, -1.422], [-2.545, -0.400, -1.189], [0.282, 3.075, -0.588], [-1.679, 3.747, -1.990], [0.982, 0.140, 1.079], [2.805, -2.212, -2.110], [3.239, -3.791, 0.439], [-3.178, 3.073, -1.229], [-4.301, -0.232, -1.113], [-2.395, -2.241, 2.945], [-1.155, -2.271, 2.088], [-0.024, -3.560, -1.459], [3.471, -3.007, 1.722], [0.432, -2.572, 4.845], [0.953, -2.152, 3.468], [-1.307, 5.951, -4.452], [0.971, -2.693, -0.693], [5.333, -0.456, 0.571], [-1.823, 4.533, -4.647]], "atomic_forces_ev_per_a": [[-0.16, 0.25, 0.73], [0.02, 0.57, 0.37], [0.18, -0.15, 0.05], [0.05, -0.06, 0.09], [-0.11, -0.01, -0.20], [0.05, 0.12, -0.03], [0.01, -0.03, -0.08], [-0.59, 0.04, -0.31], [0.01, -0.13, 0.02], [0.14, 0.18, -0.05], [0.16, -0.64, -0.98], [0.09, -0.05, -0.16], [0.46, 0.14, 0.00], [0.06, -0.13, 0.00], [0.30, -0.49, 0.27], [-0.43, -0.14, -0.18], [-0.08, 0.14, -0.02], [0.15, 0.01, 0.03], [0.05, -0.06, -0.06], [-0.10, -0.03, 0.00], [-0.01, 0.04, 0.02], [0.09, 0.03, 0.10], [0.30, -0.28, 0.21], [-0.24, 0.25, 0.05], [-0.17, -0.13, 0.12], [-0.01, -0.08, -0.06], [-0.08, 0.06, -0.14], [-0.03, 0.18, -0.16], [0.00, 0.07, 0.07], [0.06, 0.03, 0.02], [0.01, 0.00, 0.11], [0.01, -0.03, -0.01], [-0.09, 0.05, 0.03], [-0.04, -0.01, -0.02], [-0.02, 0.27, -0.08], [0.01, 0.02, 0.06], [-0.05, -0.06, 0.20], [0.02, 0.06, -0.04], [-0.01, 0.00, 0.02]], "homo_energy_ev": -8.83, "lumo_ev": 0.081}

---

Computed largest force on an atom (Eh/bohr) in order:
0.0523, 0.1063, 0.3716, 0.0379, 0.0420, 0.0327, 0.0488, 0.0230